C49H59IN4O2P2V | ωB97M-V/def2-TZVPD

CARTESIAN COORDINATES (ANGSTROEM)
V  -2.61  1.18  -1.29
O  -4.30  -2.66  0.61
C  -3.51  -3.41  1.45
C  -3.99  -4.72  1.68
C  -3.10  -5.63  2.27
C  -1.76  -5.26  2.40
C  -1.31  -4.00  2.10
C  -2.17  -2.99  1.72
C  -1.59  -1.72  1.32
O  -0.33  -1.49  1.60
N  -2.41  -0.86  0.68
N  -1.97  0.37  0.41
C  -1.12  1.06  1.16
C  -0.47  2.17  0.50
C  0.59  2.82  1.07
C  1.36  3.71  0.33
C  0.97  3.94  -0.99
C  -0.14  3.25  -1.50
N  -0.83  2.28  -0.83
H  -3.72  -1.81  0.43
H  -5.01  -4.94  1.34
H  -3.41  -6.63  2.60
H  -1.01  -6.01  2.77
H  -0.28  -3.81  2.08
H  -0.69  0.67  2.07
H  0.88  2.63  2.09
H  2.28  4.15  0.76
H  1.49  4.68  -1.60
H  -0.51  3.54  -2.44
N  -3.41  2.63  -2.51
C  -3.63  3.79  -1.66
C  -3.14  5.08  -1.82
C  -3.78  6.11  -1.14
C  -4.83  5.89  -0.23
C  -5.22  4.56  0.02
C  -4.55  3.48  -0.64
P  -4.92  1.71  -0.41
C  -5.66  1.69  1.21
C  -4.84  1.77  2.33
C  -5.37  1.36  3.53
C  -6.66  0.84  3.65
C  -7.52  1.00  2.60
C  -7.00  1.40  1.35
C  -6.26  1.40  -1.57
C  -7.21  2.41  -1.88
C  -8.28  2.10  -2.75
C  -8.60  0.77  -3.11
C  -7.60  -0.20  -2.83
C  -6.47  0.09  -2.13
H  -4.32  2.30  -2.90
H  -2.68  2.67  -3.25
H  -2.35  5.31  -2.57
H  -3.33  7.09  -1.14
H  -5.37  6.65  0.29
H  -6.07  4.30  0.63
H  -3.85  2.21  2.39
H  -4.66  1.11  4.32
H  -6.93  0.23  4.46
H  -8.53  0.61  2.63
H  -7.68  1.28  0.51
H  -7.07  3.43  -1.44
H  -8.98  2.84  -3.03
H  -9.53  0.43  -3.66
H  -7.77  -1.25  -3.07
H  -5.71  -0.69  -2.01
I  -1.44  -0.39  -2.92
C  7.69  1.52  1.21
C  6.18  2.03  1.11
C  5.71  1.42  -0.24
C  5.67  -0.18  -0.31
C  6.52  -0.78  0.78
C  7.82  -0.01  0.83
P  3.91  -0.64  -0.70
C  3.17  -1.54  0.69
C  3.22  -0.44  1.89
C  2.52  -0.83  3.17
C  2.16  -2.35  3.17
C  3.33  -3.18  2.60
C  3.68  -2.95  1.09
C  3.93  -2.13  -1.86
C  5.12  -3.07  -1.66
C  5.95  -3.06  -2.95
C  5.34  -3.23  -4.31
C  3.91  -2.68  -4.31
C  3.74  -1.55  -3.24
H  8.11  1.73  2.17
H  8.28  2.08  0.44
H  6.26  3.09  1.09
H  5.65  1.70  2.04
H  6.38  1.80  -1.04
H  4.75  1.83  -0.47
H  6.11  -0.38  -1.31
H  6.86  -1.80  0.51
H  6.01  -0.81  1.74
H  8.24  -0.05  -0.16
H  8.54  -0.59  1.42
H  2.20  -1.69  0.31
H  2.87  0.51  1.47
H  4.28  -0.32  2.14
H  1.75  -0.09  3.35
H  3.17  -0.63  4.09
H  1.32  -2.39  2.53
H  1.89  -2.67  4.19
H  3.11  -4.27  2.70
H  4.29  -3.13  3.13
H  3.26  -3.78  0.44
H  4.79  -2.97  1.14
H  3.04  -2.68  -1.59
H  4.83  -4.06  -1.28
H  5.80  -2.68  -0.92
H  6.76  -3.84  -2.72
H  6.50  -2.10  -2.97
H  5.30  -4.31  -4.52
H  6.00  -2.74  -5.03
H  3.30  -3.47  -3.96
H  3.53  -2.35  -5.30
H  2.73  -1.08  -3.27
H  4.45  -0.77  -3.37

Output
gap between HOMO and LUMO (spin up / spin down) = 4.98 / 5.07 eV
spin multiplicity = 3
energy above the lowest of the compared OMol25 structures with the same formula, charge and spin = 9.8 kcal/mol
net charge = +1
E_LUMO (spin up / spin down) = -4.2 / -4.2 eV
HOMO energy (spin up / spin down) = -9.23 / -9.23 eV